No. 1
DFT (wB97M-V/def2-TZVPD) results for a structure of composition C26H38BF22N2O24S5Zr.

Summary:
**Highest occupied orbital energy**: -11.99 eV
**Energy**: -195595.4451 eV
**Total charge**: +1

XYZ file:
```
119
Properties=species:S:1:pos:R:3:forces:R:3:mulliken_charge:R:1
Zr -10.249 -17.482 -13.130 -3.8 0.4 -0.7 1.316
N -12.918 -14.736 -14.973 -1.2 -3.7 2.8 -0.496
S -14.093 -15.189 -15.945 -3.8 0.8 -5.6 1.033
O -15.427 -14.794 -15.470 2.6 -0.8 -1.0 -0.569
O -13.908 -16.509 -16.590 0.0 2.9 1.3 -0.541
F -13.758 -14.087 -17.071 0.0 -0.9 0.5 -0.284
S -13.522 -15.882 -13.820 -0.5 0.8 1.0 2.114
O -12.286 -16.462 -13.195 1.3 -0.1 0.6 -1.169
O -14.616 -16.820 -13.989 2.8 1.3 0.6 -0.659
F -14.083 -14.827 -12.784 0.9 -0.9 0.0 -0.229
N -11.209 -18.682 -11.788 0.7 -2.1 4.6 0.540
S -12.510 -19.568 -11.650 -9.4 -0.6 -7.3 -0.611
O -13.584 -19.038 -10.824 2.7 -1.0 -0.6 0.134
O -12.420 -20.958 -11.962 1.3 0.8 1.3 -0.162
F -12.960 -19.035 -13.124 -0.3 -0.3 0.6 -0.160
S -10.879 -19.307 -10.132 6.1 -0.1 5.7 -0.015
O -10.253 -20.658 -10.024 -2.5 3.9 -1.1 -0.460
O -11.654 -18.757 -9.022 0.8 -1.3 -2.8 -0.399
F -9.611 -18.321 -10.048 0.2 -0.1 -0.4 0.218
B -10.728 -17.986 -15.233 0.0 0.0 -1.7 0.797
H -11.142 -17.011 -15.029 -1.3 4.4 0.9 0.087
H -11.191 -18.578 -14.459 -1.8 -2.9 3.6 -0.222
H -11.105 -18.376 -16.166 -0.9 -1.1 -3.0 0.006
H -9.663 -17.956 -15.063 4.7 0.0 0.9 0.023
C -9.477 -19.019 -6.050 -1.2 1.4 0.3 -0.504
C -10.979 -19.131 -5.703 -0.1 -2.4 0.2 -0.239
O -11.438 -18.982 -4.334 -0.3 2.5 0.6 -0.405
C -11.774 -17.696 -3.961 0.9 0.1 -2.1 0.389
O -11.505 -16.712 -4.640 -0.8 -1.8 1.5 -0.531
C -12.484 -17.598 -2.557 1.2 -1.5 -2.4 0.827
F -12.927 -18.795 -2.154 0.5 0.3 0.4 -0.239
F -11.557 -17.083 -1.793 0.7 0.0 1.7 -0.235
F -13.481 -16.793 -2.607 -1.7 1.3 -0.1 -0.234
H -8.709 -19.632 -5.578 -0.6 -0.2 0.3 0.409
H -9.272 -17.968 -5.851 0.6 0.1 -0.3 0.298
H -9.477 -19.200 -7.125 0.3 0.1 -0.1 -0.160
H -11.290 -20.171 -5.809 0.1 -0.1 -0.5 0.335
H -11.597 -18.581 -6.413 0.2 0.5 0.4 0.271
C -7.016 -18.821 -16.136 1.4 -0.9 1.5 -1.064
C -6.734 -19.554 -14.769 -1.4 2.0 -2.1 -0.064
O -7.551 -20.665 -14.807 -4.2 -3.6 2.6 -0.258
C -8.784 -20.824 -14.080 3.2 3.0 -0.2 0.077
O -9.390 -19.881 -13.503 1.7 -2.5 -1.5 0.747
C -9.198 -22.372 -14.080 -0.5 1.2 0.5 0.690
F -10.400 -22.382 -14.646 -0.3 -0.3 0.2 -0.201
F -8.385 -23.122 -14.763 0.4 0.0 -0.3 -0.240
F -9.251 -22.831 -12.820 -0.2 0.6 -0.6 -0.191
H -8.095 -18.782 -16.285 0.2 0.9 0.1 0.105
H -6.617 -19.346 -17.004 0.2 -0.2 0.3 0.378
H -6.380 -17.958 -15.941 -0.8 0.9 -0.9 0.400
H -7.129 -18.903 -13.989 0.6 0.2 0.4 -0.149
H -5.677 -19.804 -14.672 -0.3 -0.3 0.3 0.490
C -8.039 -13.409 -8.787 -1.0 -1.1 0.6 -1.360
C -8.700 -14.195 -9.951 1.2 1.0 0.4 0.042
O -10.080 -14.521 -9.572 -1.7 -1.9 -1.9 -0.165
C -10.856 -15.350 -10.328 1.3 1.1 1.8 0.179
O -10.515 -16.060 -11.275 0.9 0.8 -0.1 -0.342
C -12.342 -15.406 -9.769 -2.4 -0.3 -1.5 0.727
F -13.083 -16.272 -10.546 1.5 0.7 0.7 -0.065
F -12.432 -15.844 -8.537 0.7 0.4 0.1 -0.190
F -12.968 -14.215 -9.900 1.2 -0.7 0.3 -0.236
H -8.160 -14.027 -7.897 -0.6 0.1 0.3 0.358
H -8.530 -12.447 -8.637 0.2 -0.1 0.0 0.370
H -6.953 -13.329 -8.736 0.0 0.2 -1.2 0.395
H -8.115 -15.096 -10.139 -0.4 -0.1 -0.2 0.066
H -8.749 -13.525 -10.810 -0.1 -0.4 -0.3 0.321
C -13.408 -23.927 -12.865 -0.2 -1.3 -0.2 -0.313
C -13.676 -24.033 -14.386 -0.5 0.8 1.3 -0.668
O -13.569 -22.650 -14.698 0.3 2.9 -3.9 0.007
C -13.587 -22.316 -16.059 0.5 -4.0 -0.9 0.046
O -13.589 -23.177 -16.950 -0.1 2.2 2.4 -0.541
C -13.496 -20.848 -16.529 -1.2 0.7 1.7 1.049
F -12.260 -20.582 -17.005 -0.9 -0.4 -0.7 -0.219
F -14.540 -20.556 -17.320 1.3 -0.8 -1.1 -0.237
F -13.691 -19.996 -15.536 0.6 0.4 1.4 -0.257
H -13.209 -24.950 -12.544 0.2 0.0 0.5 0.491
H -14.208 -23.521 -12.247 -0.5 -0.1 -0.5 0.117
H -12.586 -23.256 -12.615 0.4 -0.4 -0.5 -0.238
H -14.688 -24.310 -14.682 -0.1 -0.4 0.4 0.389
H -13.000 -24.684 -14.940 0.3 0.3 0.1 0.399
C -17.906 -18.835 -10.376 0.7 0.1 -0.2 -1.383
C -16.539 -18.149 -10.847 -0.2 -6.1 0.9 0.544
O -16.520 -16.859 -10.559 -0.9 5.1 -0.7 -0.232
C -17.060 -15.990 -11.458 -0.1 -0.6 -2.8 0.367
O -17.164 -16.108 -12.672 0.3 -0.5 2.8 -0.526
C -17.499 -14.676 -10.826 -0.6 -0.5 0.3 0.822
F -18.571 -14.141 -11.442 0.8 -0.4 0.4 -0.249
F -17.788 -14.883 -9.543 -0.4 0.3 0.4 -0.245
F -16.484 -13.834 -10.888 0.5 0.9 -0.1 -0.208
H -17.818 -19.871 -10.049 0.7 0.0 -0.3 0.330
H -18.716 -18.878 -11.104 0.1 0.5 -0.2 0.365
H -18.245 -18.341 -9.465 0.0 0.4 -0.2 0.368
H -16.113 -18.518 -11.780 -0.9 0.8 -0.9 0.306
H -15.751 -18.571 -10.224 -0.3 -0.1 0.7 -0.243
C -6.386 -17.630 -9.210 -0.7 1.3 -0.7 -0.729
C -6.633 -18.994 -8.673 -0.6 -0.3 0.4 0.106
O -5.923 -19.927 -9.514 0.6 -2.3 -1.3 -0.380
C -6.517 -20.431 -10.641 -2.8 4.7 2.4 0.070
O -7.575 -19.908 -11.014 2.0 -1.8 -0.3 -0.372
C -5.790 -21.508 -11.414 -2.0 0.2 0.9 0.816
F -4.687 -21.814 -10.821 1.1 -0.8 -0.1 -0.225
F -6.658 -22.556 -11.474 1.1 0.3 -0.2 -0.242
F -5.601 -21.023 -12.632 0.5 -0.4 -0.6 -0.227
H -7.097 -16.822 -9.039 -0.4 -0.3 1.4 0.064
H -6.583 -17.627 -10.282 1.2 -0.3 -0.4 0.127
H -5.428 -17.293 -8.816 0.1 0.2 -0.9 0.403
H -7.666 -19.327 -8.572 0.0 0.2 -0.2 -0.048
H -6.165 -19.032 -7.689 0.0 -0.6 -0.1 0.409
C -12.952 -23.125 -9.299 -1.7 0.4 -0.1 -0.077
C -14.206 -24.001 -9.135 0.9 -2.3 0.6 -0.430
O -15.211 -23.197 -8.603 -1.0 2.9 0.2 -0.398
S -15.171 -21.677 -9.235 1.0 -0.5 0.2 1.317
O -15.244 -20.609 -8.224 0.6 -2.9 -2.2 -0.555
O -16.070 -21.675 -10.356 1.0 0.4 0.8 -0.574
O -13.581 -21.955 -9.843 -1.9 1.9 0.8 -0.232
H -12.237 -23.379 -10.081 0.0 -0.5 0.4 0.245
H -12.506 -22.890 -8.332 0.2 -0.1 -0.1 0.208
H -14.207 -24.781 -8.373 1.0 -0.1 0.1 0.361
H -14.509 -24.562 -10.019 -0.1 0.7 -0.5 0.230
```
Forces are in eV/Å.

No. 2
DFT (wB97M-V/def2-TZVPD) results for the molecule C5H3NO.

Summary:
**Energy relative to the best compared isomer or geometry (same formula, charge and spin)**: 107.10 kcal per mole
**Highest occupied orbital energy**: -9.70 eV
**Energy**: -8765.3621 eV
**Structure (SMILES)**: C#CC#CC(N)=O

XYZ file:
```
10
Properties=species:S:1:pos:R:3:forces:R:3:mulliken_charge:R:1
C 2.731 -0.896 2.476 -0.7 0.1 -0.5 -0.280
C 1.783 -0.715 1.741 0.9 -0.2 0.7 -0.142
C 0.702 -0.497 0.912 -0.7 0.3 -0.8 0.136
C -0.203 -0.266 0.135 -0.5 -0.5 2.1 0.087
C -1.304 -0.017 -0.788 3.6 -1.2 -4.8 0.226
N -1.386 1.216 -1.301 -1.2 -0.5 -0.9 -0.447
H 3.569 -1.047 3.136 -0.4 0.1 -0.3 0.428
O -1.458 -0.826 -1.752 -0.8 -1.3 2.2 -0.621
H -1.438 1.972 -0.629 -0.2 0.7 -1.0 0.230
H -1.608 0.781 -2.407 0.0 2.5 3.3 0.382
```
Forces are in eV/Å.

No. 3
DFT (wB97M-V/def2-TZVPD) results for a structure of composition C4H7FeO2.

Summary:
**Energy relative to the best compared isomer or geometry (same formula, charge and spin)**: 51.25 kcal per mole
**Highest occupied orbital energy (alpha / beta)**: -11.74 / -14.36 eV
**Energy**: -42728.7163 eV
**Total charge**: +1
**Spin multiplicity**: 7

XYZ file:
```
14
Properties=species:S:1:pos:R:3:forces:R:3:mulliken_charge:R:1
O -2.146 0.561 -0.147 0.3 1.4 2.1 -0.568
C -1.534 0.254 0.929 -0.1 -2.6 -1.1 0.237
C -0.175 0.497 1.191 -0.8 1.2 1.2 -0.883
H 0.260 -0.013 2.056 -0.3 0.1 -0.3 0.395
H -1.976 -0.612 1.458 -0.2 0.6 0.3 0.344
H 0.056 1.568 1.208 0.5 -0.2 -0.9 0.478
Fe -2.511 -0.297 -1.733 -0.2 -0.5 -1.5 0.614
C 1.587 -0.148 -1.047 -3.2 2.8 -0.3 0.000
C 0.573 -0.873 -0.352 1.9 -1.6 0.1 -0.850
O 1.754 1.230 -0.928 1.1 -2.8 -0.1 -0.387
H 1.655 -0.403 -2.118 0.7 0.1 0.6 0.310
H 0.473 -1.562 0.495 1.1 1.1 0.8 0.478
H 0.327 -1.731 -0.997 -0.7 0.4 -1.1 0.436
H 1.656 1.529 -0.016 -0.1 -0.1 0.1 0.395
```
Forces are in eV/Å.

No. 4
DFT (wB97M-V/def2-TZVPD) results for a cluster of 2 separate species, C29H59ClI2NO in total.

Summary:
**Highest occupied orbital energy**: -11.67 eV
**Energy**: -63283.5732 eV
**Total charge**: +1

XYZ file:
```
93
Properties=species:S:1:pos:R:3:forces:R:3:mulliken_charge:R:1
C 5.821 1.821 1.223 -0.3 0.1 -0.5 -1.296
C 5.120 1.811 -0.154 0.6 0.1 0.3 -0.163
C 5.245 3.119 -0.936 -0.7 0.4 -0.3 -0.676
C 4.792 4.392 -0.193 0.1 -0.6 0.6 -1.035
C 3.465 4.241 0.553 -0.3 -0.2 -0.5 -0.561
C 2.299 3.831 -0.356 -0.4 0.0 0.6 -0.474
C 0.957 4.083 0.365 0.0 -0.4 -0.7 -1.174
C -0.210 3.146 -0.079 0.3 0.7 0.2 0.593
C -1.298 4.016 -0.724 0.3 -0.4 0.0 -1.208
C -2.673 3.437 -1.017 0.7 0.4 -0.7 -0.507
N -3.410 2.767 0.109 -0.6 0.8 0.0 0.553
Cl -3.209 3.824 1.514 0.2 -0.2 0.0 -0.002
C -4.921 2.796 -0.178 -0.9 -0.6 -0.3 -0.819
C -5.433 1.354 -0.556 1.1 1.3 1.7 -0.065
C -6.463 0.983 0.548 -0.5 -0.8 -0.7 -0.980
I -8.112 2.373 0.153 0.1 0.1 0.1 0.183
C -7.010 -0.469 0.568 -0.5 0.4 0.1 -0.338
C -8.487 -0.660 0.929 0.3 -0.6 0.2 -1.804
I -5.946 -1.660 2.044 0.2 0.2 -0.2 0.128
C -4.045 0.657 -0.677 -0.7 0.0 -0.5 0.032
C -4.025 -0.857 -0.947 0.4 -0.3 0.0 -0.453
C -2.835 -1.705 -0.483 0.5 0.1 -0.5 -1.076
C -1.638 -1.782 -1.454 -0.1 -0.2 0.7 -0.749
C -0.511 -2.551 -0.737 -0.5 0.5 -1.0 -0.417
C 0.719 -2.858 -1.602 0.5 -0.4 1.1 -0.706
C 1.397 -4.171 -1.131 -0.2 0.5 -0.4 -1.026
C 2.260 -4.077 0.126 -0.3 -0.4 0.2 -0.071
C 1.506 -4.182 1.445 0.2 0.0 0.6 -0.226
C 2.452 -4.334 2.637 0.2 0.1 0.1 -1.315
C -3.093 1.301 0.349 0.0 -1.4 -0.3 0.136
C -3.137 0.925 1.809 0.1 0.4 0.4 -1.744
H 6.870 1.553 1.118 0.0 -0.1 0.2 0.365
H 5.298 1.135 1.888 0.3 -0.2 0.1 0.313
H 5.787 2.804 1.687 0.0 0.1 0.1 0.314
H 5.586 1.034 -0.762 -0.2 -0.1 0.0 0.451
H 4.085 1.510 -0.003 -0.2 0.2 -0.2 0.045
H 4.638 3.052 -1.846 0.1 -0.2 0.0 0.289
H 6.272 3.253 -1.278 0.1 0.0 0.1 0.408
H 4.687 5.234 -0.877 0.3 0.0 -0.1 0.416
H 5.568 4.619 0.541 0.0 0.4 0.0 0.346
H 3.523 3.514 1.363 0.2 -0.1 0.1 0.307
H 3.184 5.184 1.029 0.2 0.1 0.0 0.478
H 2.330 4.404 -1.286 0.0 0.0 -0.1 0.210
H 2.335 2.777 -0.630 0.3 -0.1 0.0 0.306
H 1.087 4.000 1.442 0.1 0.1 0.1 0.354
H 0.682 5.109 0.125 -0.1 0.2 0.3 0.400
H -0.547 2.605 0.808 -0.2 0.0 -0.1 -0.139
H 0.162 2.417 -0.798 -0.1 -0.2 0.0 0.308
H -1.385 4.948 -0.174 -0.2 0.0 0.1 0.508
H -0.911 4.295 -1.707 -0.1 0.1 -0.1 0.343
H -2.600 2.758 -1.866 -0.2 -0.4 0.3 0.359
H -3.292 4.269 -1.340 -0.2 0.0 0.1 0.306
H -5.405 3.158 0.717 0.0 0.1 0.1 0.511
H -5.167 3.479 -0.985 0.5 0.3 0.1 0.241
H -5.942 1.505 -1.503 0.0 -0.7 -0.2 0.926
H -6.139 1.252 1.546 0.1 0.1 0.0 0.622
H -6.871 -0.947 -0.395 0.3 -0.1 -0.1 0.497
H -8.771 -0.111 1.822 -0.1 0.2 -0.1 0.467
H -9.139 -0.453 0.083 0.0 0.3 0.0 0.436
H -8.626 -1.714 1.171 -0.1 0.0 -0.1 0.540
H -3.687 1.079 -1.621 0.1 0.1 0.0 0.160
H -4.058 -0.955 -2.034 -0.2 -0.1 0.0 0.464
H -4.912 -1.347 -0.577 -0.2 0.2 0.2 0.003
H -3.204 -2.725 -0.388 0.0 0.0 0.3 0.583
H -2.428 -1.413 0.486 -0.3 0.0 0.1 0.018
H -1.952 -2.347 -2.333 0.1 0.2 -0.2 0.444
H -1.312 -0.784 -1.765 0.1 0.0 -0.1 0.227
H -0.229 -1.954 0.129 0.1 -0.2 0.3 0.203
H -0.982 -3.479 -0.412 0.2 -0.1 0.3 0.275
H 1.440 -2.056 -1.430 0.0 0.2 -0.5 0.280
H 0.478 -2.920 -2.661 -0.1 0.1 -0.1 0.478
H 2.003 -4.598 -1.931 0.0 0.2 -0.1 0.385
H 0.578 -4.872 -0.958 0.1 -0.3 0.0 0.402
H 2.892 -3.184 0.153 0.0 0.1 -0.2 0.220
H 2.946 -4.923 0.103 0.1 0.0 0.0 0.170
H 0.883 -3.309 1.650 -0.2 0.0 -0.2 0.092
H 0.847 -5.053 1.460 -0.1 0.0 -0.3 0.311
H 2.933 -3.387 2.895 0.0 0.0 -0.1 0.311
H 3.243 -5.057 2.435 0.0 -0.1 -0.1 0.275
H 1.917 -4.668 3.527 0.0 0.0 0.0 0.386
H -2.102 1.018 -0.008 0.2 0.8 0.0 0.515
H -2.258 1.356 2.292 0.0 0.0 0.1 0.457
H -4.003 1.297 2.352 -0.2 -0.1 -0.1 0.330
H -3.084 -0.147 1.951 -0.1 -0.1 -0.2 0.338
C 7.184 -4.940 -1.081 0.0 -0.1 0.0 -1.204
C 5.688 -4.823 -0.855 0.2 0.1 0.2 -0.089
O 5.323 -5.203 0.471 0.1 0.0 0.0 -0.485
H 7.517 -5.961 -0.895 0.0 0.0 0.0 0.297
H 7.449 -4.666 -2.103 0.0 0.0 0.0 0.358
H 7.730 -4.287 -0.396 0.0 0.1 0.0 0.352
H 5.147 -5.488 -1.527 -0.1 0.0 0.1 0.288
H 5.351 -3.799 -1.046 0.0 0.0 -0.1 0.204
H 5.785 -4.619 1.083 0.0 -0.1 0.0 0.285
```
Forces are in eV/Å.